Density functional theory data (ωB97M-V with the def2-TZVPD basis set) for 2 unconnected molecules or ions with the total composition C2H9N3O in a non-equilibrium geometry.

Output
HOMO ... -8.17 eV
Lowest unoccupied orbital energy ... 1.02 eV
Calculated total energy ... -8732.9796 eV
ΔE to the lowest compared entry with this formula, charge and spin ... 5.4601 eV

The geometry in ORCA input format:
```
! RIJCOSX wB97M-V def2-TZVPD def2/J DEFGRID3
* xyz 0 1
C -1.60 0.15 1.23
N -1.01 -0.49 0.07
N 0.20 0.51 -0.54
N 0.25 0.43 -1.94
H -0.94 0.12 2.10
H -2.51 -0.40 1.51
H -1.89 1.18 1.02
H -0.66 -1.40 0.36
H 0.54 1.31 -0.01
H 0.12 1.35 -2.36
H -0.52 -0.16 -2.26
C 1.90 -0.56 0.14
O 1.45 -1.02 1.24
H 2.69 0.21 0.17
H 1.99 -1.24 -0.73
*
```